No. 1
# C4H24N8O8

A 8-piece molecular cluster, C4H24N8O8 overall at a distorted geometry (wB97M-V/def2-TZVPD, the OMol25 dataset).

Summary:
SMILES: NC(N)=O.NC(N)=O.NC(N)=O.NC(N)=O.O.O.O.O
E_HOMO, eV: -8.972

```
! RIJCOSX wB97M-V def2-TZVPD def2/J DEFGRID3
* xyz 0 1
N -10.4804 -23.4161 2.0761
C -10.4932 -22.0794 2.2420
N -11.2377 -21.4555 1.3008
O -9.9137 -21.4707 3.1513
H -10.8971 -23.9028 1.3101
H -9.8618 -23.9238 2.6931
H -11.4256 -20.4716 1.3809
H -11.7239 -21.9948 0.6139
N -6.4737 -21.9880 5.5394
C -6.0900 -22.0236 4.2525
N -7.1454 -21.8240 3.3965
O -4.9522 -22.1760 3.8151
H -7.4423 -21.8825 5.8334
H -5.7005 -22.2801 6.1191
H -6.9485 -21.5182 2.4615
H -7.9676 -21.5210 3.8749
N -13.3933 -19.8525 7.3234
C -12.1676 -19.5998 7.8982
N -12.2545 -19.4102 9.2304
O -11.1695 -19.4432 7.2089
H -14.2607 -19.7168 7.8025
H -13.3360 -20.1991 6.3826
H -11.4050 -19.3640 9.7680
H -13.0981 -19.2874 9.7548
N -8.9593 -19.0620 4.1719
C -7.8297 -18.3897 3.8211
N -7.2668 -17.8246 4.9111
O -7.4110 -18.4251 2.6680
H -9.3915 -18.8974 5.0644
H -9.5164 -19.5615 3.4994
H -7.7731 -17.8470 5.7692
H -6.4383 -17.2639 4.8142
O -10.5576 -22.7400 8.5407
H -9.7913 -22.9076 7.9798
H -11.2816 -23.1962 8.1021
O -10.1727 -24.4922 5.1169
H -9.6924 -23.6876 5.3669
H -10.7249 -24.6932 5.8766
O -7.4489 -19.7512 7.5362
H -8.1421 -19.1781 7.2002
H -6.8189 -19.8330 6.8070
O -9.4284 -21.7516 5.8424
H -9.7347 -20.9817 6.3366
H -9.5628 -21.5055 4.8927
*
```

Atomic partial charges in e from the Löwdin method, atoms 1 to 4: 0.1867, -0.6112, 0.1685, -0.0368


No. 2
# C4H3OSc

C4H3OSc as an isolated structure at a distorted geometry (wB97M-V/def2-TZVPD, the OMol25 dataset).

Summary:
⟨S²⟩: 0.756
E_HOMO (spin up / spin down), eV: -10.927 / -10.968

```
! RIJCOSX wB97M-V def2-TZVPD def2/J DEFGRID3
* xyz 1 2
C -2.0852 0.8453 -0.0008
C -0.8779 0.3843 0.3362
C 0.0732 -0.4210 0.0670
C 1.2084 -1.1450 -0.0086
O 2.3977 -0.6814 -0.2443
Sc 3.3209 1.0971 -0.1623
H -2.9864 0.4535 0.4769
H -2.1931 1.6868 -0.6893
H 1.1425 -2.2198 0.2253
*
```

Atomic partial charges in e from the Löwdin method, atoms 1 to 4: 0.0363, -0.1010, -0.0340, -0.3078


No. 3
# C9H14

A 2-piece molecular cluster, C9H14 overall at a distorted geometry (wB97M-V/def2-TZVPD, the OMol25 dataset).

Summary:
SMILES: Cc1ccccc1.CC
E_HOMO, eV: -8.961

```
! RIJCOSX wB97M-V def2-TZVPD def2/J DEFGRID3
* xyz 0 1
C -2.0962 -0.6970 0.9219
C -1.5884 0.4373 0.0516
C -1.8219 1.7728 0.4264
C -1.0865 2.7815 -0.1893
C -0.3079 2.4792 -1.3011
C 0.0086 1.1622 -1.5793
C -0.6490 0.1205 -0.9251
H -1.3436 -1.4676 1.0421
H -3.0153 -1.1500 0.5350
H -2.4411 -0.2633 1.8667
H -2.4711 1.9568 1.2722
H -1.1861 3.7826 0.2102
H 0.0527 3.2798 -1.9290
H 0.7538 0.9992 -2.3507
H -0.3789 -0.9197 -0.8210
C 1.8311 -2.3886 0.1134
C 2.6485 -1.1548 0.5453
H 1.1851 -2.1908 -0.7364
H 2.4461 -3.2777 -0.0392
H 1.1250 -2.7030 0.8867
H 3.6250 -1.1831 0.0827
H 2.6471 -1.1047 1.6347
H 2.0632 -0.2716 0.2825
*
```

Atomic partial charges in e from the Löwdin method, atoms 1 to 4: -0.0483, -0.2728, -0.0489, -0.0864


No. 4
# C2H4FNO2

A 2-piece molecular cluster, C2H4FNO2 overall at a distorted geometry (wB97M-V/def2-TZVPD, the OMol25 dataset).

Summary:
E_HOMO, eV: -11.132

```
! RIJCOSX wB97M-V def2-TZVPD def2/J DEFGRID3
* xyz 0 1
C 0.2253 0.1157 -0.5786
C -0.9998 0.3838 0.2359
N -2.2596 -0.3980 0.0767
O -2.2074 -1.5920 -0.0545
O -3.2145 0.3149 -0.0992
F -1.4152 1.6693 0.0129
H 0.9926 -0.4812 -0.1736
H 0.3812 1.0968 -0.8775
H 0.0038 -0.3886 -1.5250
H -1.0489 0.3021 1.8801
*
```

Atomic partial charges in e from the Löwdin method, atoms 1 to 4: 0.0008, -0.2876, -0.4159, 0.0849


These records have energy relative to the best compared isomer or geometry (same formula, charge and spin) values of 17.6; 4.5; 17.3; 134.9 kcal per mole, in the order they appear.
These records have total energy values of -1206.943346; -989.749799; -351.302547; -383.504479 Ha, in the order they appear.